[1]
{
  "formula": "C64H164N12O20",
  "method": "ωB97M-V/def2-TZVPD",
  "largest_force_ev_per_a": 4.2,
  "de_lowest_kcal_mol": 191.9,
  "e_lumo_ha": 0.0212,
  "e_homo_ev": -7.89,
  "total_energy_ev": -127836.02701,
  "smiles": "COC[C@H](C)N.COC[C@H](C)N.COC[C@H](C)N.COC[C@H](C)N.COCCNCCOC.COCCNCCOC.COCCNCCOC.COCCNCCOC.COCCNCCOC.COCCNCCOC.COCCNCCOC.COCCNCCOC",
  "gap_ev": 8.5,
  "elements": ["H", "O", "O", "H", "C", "H", "H", "H", "H", "H", "H", "C", "H", "N", "C", "H", "H", "H", "H", "H", "H", "N", "C", "H", "H", "C", "H", "H", "C", "H", "H", "O", "H", "H", "H", "C", "H", "H", "C", "C", "C", "H", "O", "H", "H", "H", "O", "H", "C", "H", "O", "C", "C", "O", "H", "C", "C", "H", "N", "O", "H", "H", "H", "O", "H", "H", "C", "H", "H", "H", "H", "H", "H", "C", "H", "N", "H", "C", "H", "H", "O", "C", "H", "H", "C", "H", "H", "H", "H", "H", "H", "H", "H", "O", "H", "N", "H", "H", "H", "C", "H", "C", "H", "H", "O", "C", "H", "H", "H", "H", "C", "O", "N", "C", "H", "H", "H", "O", "H", "H", "H", "H", "H", "H", "H", "H", "H", "H", "H", "C", "H", "H", "H", "H", "C", "C", "H", "H", "H", "H", "O", "H", "C", "H", "C", "H", "C", "C", "C", "H", "H", "H", "H", "C", "H", "H", "C", "C", "H", "H", "H", "H", "C", "H", "H", "H", "C", "O", "C", "H", "H", "H", "H", "C", "H", "H", "H", "H", "H", "H", "H", "H", "H", "C", "C", "H", "N", "H", "H", "C", "H", "N", "H", "C", "H", "C", "C", "C", "C", "H", "C", "C", "H", "H", "C", "H", "H", "C", "H", "H", "H", "H", "H", "H", "H", "H", "H", "H", "H", "C", "C", "C", "C", "N", "C", "O", "H", "H", "H", "H", "H", "C", "C", "H", "H", "N", "H", "H", "N", "H", "H", "C", "C", "H", "H", "N", "H", "H", "H", "H", "H", "O", "H", "C", "C", "O", "H", "O", "H", "C"],
  "xyz": [[5.81, 1.25, -1.03], [3.82, 1.17, -0.53], [-2.82, -0.54, 1.99], [8.25, 2.70, 7.18], [-6.60, 2.12, -5.99], [0.47, 3.28, 6.65], [-9.74, -2.04, 1.60], [2.14, -2.04, -1.18], [1.14, 1.86, 0.88], [-4.86, 1.12, -5.42], [-5.42, -4.40, -6.35], [-5.76, -0.59, -2.38], [-5.22, -2.28, -4.84], [5.32, 4.15, 3.29], [9.16, 4.40, 1.96], [-4.72, -1.14, 1.50], [5.32, -0.32, -0.62], [-1.04, -0.82, 2.94], [3.32, 0.72, 1.47], [-8.60, -1.60, -7.59], [-0.76, 1.11, 1.92], [3.11, -6.59, 3.48], [-7.59, -3.63, 1.22], [-0.31, 4.98, 7.86], [-8.54, -3.64, -0.62], [-6.84, 0.34, 3.37], [4.95, 6.04, 2.37], [9.11, 5.49, 2.02], [5.14, 0.73, -0.35], [5.96, 4.65, 0.77], [-7.28, -1.05, -8.51], [4.50, 0.08, -5.09], [-6.29, -0.99, -3.25], [4.47, -0.52, -3.11], [0.22, -5.32, 3.03], [-11.77, -3.35, 5.41], [-6.26, -0.95, -1.48], [-2.16, -4.82, 0.37], [-0.40, -5.83, 2.29], [-0.65, -3.95, -0.84], [-11.96, -2.74, 0.15], [-9.55, -4.26, 0.68], [-10.89, -2.28, 5.58], [0.57, -0.94, 0.32], [1.24, 3.08, 3.49], [-1.22, -1.70, 1.41], [0.16, 4.30, 4.97], [-6.77, -0.71, 3.07], [-1.45, -0.77, 1.93], [-0.03, -1.04, -2.10], [9.18, 2.91, -5.12], [4.90, 4.48, 0.95], [-4.52, 2.96, -4.95], [-7.41, -0.30, -6.41], [0.89, -3.61, 0.27], [5.52, 4.75, 4.56], [-8.54, -1.51, 5.34], [8.90, 5.95, -2.89], [9.16, 5.00, -2.70], [7.03, 3.02, 5.58], [4.65, 1.22, -3.34], [2.07, -5.50, 4.83], [-4.13, -1.98, -9.25], [4.12, -4.18, 2.40], [4.24, -6.02, 5.98], [-1.23, 5.88, 6.76], [-4.06, -1.25, -8.43], [9.79, 0.22, 0.86], [5.07, -5.64, 4.41], [1.57, -0.31, -5.34], [-2.62, 2.09, -5.28], [3.03, -0.55, 0.33], [-5.96, 0.46, -2.55], [8.78, 0.61, 0.79], [-3.87, -4.83, -5.82], [-9.08, -0.86, 4.10], [-1.21, 0.74, 0.27], [7.45, -0.47, 4.23], [10.02, 3.27, -0.55], [6.93, 3.51, -2.85], [1.48, -1.23, -3.45], [1.43, 0.97, 0.33], [-7.29, -2.69, 1.68], [-6.79, 3.13, -6.35], [10.59, 3.02, -4.98], [-6.52, 1.09, -7.80], [8.53, 1.19, 3.31], [8.12, 2.45, -2.14], [-2.92, -3.46, -4.30], [-2.43, 0.57, -1.88], [5.54, 0.96, 0.64], [4.77, 4.49, 5.31], [-1.42, -3.48, -1.45], [8.05, 0.01, 1.78], [8.55, 3.87, 2.69], [-9.55, -2.24, 0.63], [2.15, -4.29, 2.51], [2.69, -3.25, 3.77], [-12.70, -2.51, -0.61], [1.32, -2.67, -1.52], [0.04, -6.83, 2.28], [4.40, 4.97, -1.32], [-11.55, -3.96, 4.54], [5.65, 5.82, 4.37], [8.54, 3.97, 0.78], [4.12, -3.42, 1.17], [-3.17, -2.64, -2.11], [-4.46, 3.91, -5.48], [-3.87, -3.83, -7.84], [-2.36, 5.10, 5.01], [-1.60, 3.93, 6.64], [-6.71, -4.32, 0.42], [-4.83, -3.21, -4.82], [-2.75, 4.37, 5.73], [6.58, 1.34, 4.69], [6.87, 3.21, -1.11], [-3.62, 4.72, 6.29], [-6.05, 0.50, 4.56], [4.45, -4.41, 5.48], [-5.10, 3.10, -4.04], [-8.78, 0.60, 2.77], [-12.80, -3.01, 5.39], [-0.16, -2.42, -3.12], [-8.57, -0.79, 6.15], [8.95, 3.09, -7.16], [1.14, 1.21, -0.70], [-2.88, -2.71, -6.78], [11.05, 4.00, -5.11], [5.00, -3.76, 0.62], [6.94, 4.45, 5.24], [-4.17, -0.15, 3.89], [8.47, 1.56, 5.76], [-0.20, -4.74, -1.45], [-3.30, -1.86, -4.71], [0.56, -1.81, -2.58], [-0.74, 0.33, 1.16], [6.30, -0.68, -4.75], [8.91, 1.69, 0.92], [-10.74, -1.01, -0.29], [-10.02, -0.59, 4.32], [-4.66, -1.98, -7.44], [-4.22, 1.11, 5.26], [-7.22, 1.03, -6.97], [-7.04, 1.89, -5.02], [-1.12, -4.51, 0.49], [9.01, 3.21, 5.61], [7.54, 3.35, -1.96], [-4.48, -3.95, -6.02], [8.27, 2.57, 6.10], [10.21, 4.15, 2.02], [1.70, 4.82, 3.91], [3.09, 0.35, -3.48], [-9.43, -3.26, 6.54], [0.89, -0.43, -4.50], [-6.71, 1.19, 2.71], [2.82, -6.34, 2.55], [2.97, 0.53, 0.46], [5.87, 0.03, -5.45], [-12.89, -5.82, 0.29], [-7.96, -4.23, 2.06], [7.95, -0.55, 5.19], [4.11, -6.56, 3.31], [-3.71, -1.22, 1.10], [-3.06, -0.82, -8.29], [8.99, 4.45, -3.53], [-9.39, -3.53, 4.86], [-5.45, -4.44, 1.08], [4.09, 5.27, 0.05], [6.74, 1.26, -5.33], [-11.81, -3.99, 6.29], [4.11, 5.87, -1.85], [-0.04, -0.92, -4.81], [4.67, 3.42, 1.04], [-3.69, -2.71, -4.16], [-1.40, -5.88, 2.71], [-0.47, 2.40, 5.39], [6.67, 4.27, -6.88], [4.07, 4.03, -1.76], [4.28, -2.35, 1.31], [7.75, 5.27, -1.23], [6.61, 1.65, -4.32], [-10.44, -2.47, -1.35], [3.53, 5.10, 2.48], [8.37, 0.12, 3.18], [-8.81, -3.50, 0.43], [-8.01, 1.45, -7.59], [6.45, 2.25, -6.41], [6.23, 4.00, 2.87], [7.79, 4.70, 4.61], [-0.33, 3.36, 5.91], [-4.64, 1.57, 3.63], [0.61, -0.08, 0.85], [0.72, 0.53, -4.01], [-13.07, -4.79, 0.61], [-2.67, 3.37, -4.00], [-7.56, -1.30, -7.49], [7.03, 3.57, -6.14], [-3.13, 2.46, -4.40], [4.24, -5.40, 5.09], [2.09, 3.68, 4.97], [-4.64, 0.73, 4.33], [-2.07, 1.20, -2.70], [5.99, 0.67, 3.35], [-4.81, -3.13, -2.27], [1.29, 3.86, 4.25], [-13.86, -4.37, 0.00], [10.03, 4.97, -0.29], [9.36, 4.12, -0.40], [-6.99, -2.19, -7.27], [-3.06, 3.48, 5.19], [-13.25, -4.67, 1.68], [7.63, -2.51, 4.27], [-4.65, -0.40, -8.76], [-5.34, -4.93, 2.04], [-8.48, 1.21, 4.47], [10.80, 2.52, -4.04], [8.37, 0.50, -0.21], [-7.53, -1.89, 5.21], [-4.69, -4.92, 0.46], [2.99, -5.38, 4.26], [6.81, -1.82, 4.07], [-9.51, -2.73, 5.59], [4.62, 5.01, 2.37], [6.33, 0.45, 4.28], [-8.37, 0.39, 3.75], [-4.42, -1.06, -2.42], [-1.59, 2.06, -2.23], [-3.64, -0.60, 0.21], [9.30, -0.45, 3.15], [6.39, -2.09, 3.10], [-1.35, 0.60, -3.26], [8.61, 3.64, -6.28], [2.94, -4.18, 3.25], [9.05, 4.63, -6.28], [5.48, 5.00, -1.44], [-1.22, 5.14, 7.44], [-5.06, -3.44, 1.26], [11.05, 2.57, -5.86], [0.43, -3.04, -0.43], [5.50, 2.53, -6.63], [6.04, -1.93, 4.85], [-3.87, -3.08, -7.05], [4.16, 0.33, -3.72], [-1.91, 3.17, 7.36], [1.78, -3.55, -1.97], [-5.13, 1.98, -5.88], [-12.49, -2.18, 0.92], [-1.30, -3.75, 1.25], [6.99, 5.00, 6.18], [3.24, -3.62, 0.56], [5.96, -0.28, -6.49], [-11.86, -4.20, 0.26], [6.56, 3.94, -5.23], [8.42, 4.51, -1.60], [-4.08, -2.42, -2.65], [-0.18, -5.44, 0.96], [7.79, 1.00, -5.51], [-3.29, 1.48, -3.43], [-3.25, -2.13, 0.72], [-10.64, -2.10, -0.34]],
  "mulliken_charge": [-0.298, -0.018, -0.263, 0.278, -0.665, 0.351, 0.028, -0.129, 0.646, 0.125, 0.442, -0.861, -0.039, 0.376, -0.440, -0.277, 0.498, 0.411, 0.264, 0.367, 0.325, -0.741, 0.378, 0.255, 0.413, -0.086, 0.472, 0.345, -0.448, -0.012, 0.320, -0.354, 0.352, 0.281, 0.186, -0.749, 0.171, 0.295, -0.769, 0.697, -0.547, 0.203, -0.337, -0.119, 0.229, -1.235, -0.312, -0.072, 0.781, 0.086, -0.157, 0.216, -0.705, -0.284, -0.234, -0.459, -0.573, 0.279, -0.603, -0.450, 0.047, 0.478, 0.430, -0.407, 0.345, 0.311, -0.919, 0.494, 0.301, 0.273, 0.289, -0.565, 0.191, -0.524, 0.454, 0.002, -0.002, 0.568, 0.270, -0.216, -0.367, -0.826, -0.360, 0.456, -0.901, 0.198, 0.105, 0.649, 0.638, -0.371, 0.229, 0.179, -0.854, -0.182, -0.464, 0.017, -0.512, 0.464, 0.454, -0.718, 0.367, -0.122, 0.269, 0.430, 0.054, -0.636, -1.152, 0.435, 0.430, 0.357, 0.187, -0.398, -0.174, -1.130, 0.380, 0.038, 0.387, -0.465, 0.293, 0.380, 0.501, 0.276, 0.264, 0.365, 0.424, 0.017, 0.437, 0.356, 0.394, -0.697, 0.190, 0.119, 0.599, 0.325, -0.043, -0.410, 0.410, -0.046, 0.347, 0.242, 0.025, 0.304, -0.525, 0.294, -0.846, 0.319, -0.615, -1.064, -0.639, 0.521, 0.342, -0.151, 0.471, -0.874, 0.605, 0.272, 0.527, -0.987, 0.234, 0.229, 0.412, 0.387, 0.282, 0.265, 0.091, 0.244, -0.283, -0.518, 1.003, 0.317, 0.452, 0.321, 0.115, -0.596, 0.359, 0.323, 0.483, 0.055, 0.088, 0.219, -0.521, 0.367, 0.071, -0.441, -0.663, 0.494, -0.516, -0.212, 0.374, -0.610, 0.310, 0.201, 0.384, -0.737, 0.426, -0.630, -0.724, -0.736, -1.243, 0.415, -0.538, -0.351, 0.216, 0.335, -0.871, 0.312, 0.404, -1.047, 0.048, 0.084, 0.242, 0.433, 0.179, 0.443, 0.288, 0.254, 0.226, 0.322, 0.251, -0.055, -1.920, -0.639, -0.720, -0.561, -1.239, 0.170, 0.559, 0.241, 0.445, 0.157, 0.148, -0.699, 0.264, 0.464, -0.232, -0.687, -0.122, 0.308, 0.654, 0.278, 0.483, -0.552, -0.046, 0.353, 0.753, -0.308, 0.418, 0.342, 0.390, 0.234, 0.361, -0.251, 0.285, 0.434, 0.565, -0.464, 0.153, -0.040, -0.212, -0.901]
}

[2]
{
  "formula": "C2HBr2N3",
  "method": "ωB97M-V/def2-TZVPD",
  "largest_force_ev_per_a": 3.9,
  "de_lowest_kcal_mol": 30.5,
  "e_lumo_ha": [-0.0010, -0.0805],
  "e_homo_ev": [-6.62, -9.64],
  "total_energy_ev": -146638.76307,
  "spin_multiplicity": 3,
  "gap_ev": [6.6, 7.4],
  "elements": ["Br", "N", "N", "Br", "N", "H", "C", "C"],
  "xyz": [[0.98, -1.91, -1.76], [-1.07, -0.56, -0.46], [-1.58, 0.26, 0.35], [-3.38, 0.15, 0.55], [1.06, 0.17, 0.01], [2.28, 1.45, 1.28], [1.54, 1.02, 0.68], [0.17, -0.56, -0.65]],
  "lowdin_spin": [0.101, 0.043, 0.453, 0.111, 0.275, 0.081, 0.641, 0.294]
}